# C57H114O57

A cluster of 19 separate species, C57H114O57 in total (ωB97M-V/def2-TZVPD, the Open Molecules 2025 dataset).

Values from the calculation:
E: -177660.9152 eV
HOMO-LUMO gap: 10.622 eV
ΔE to the lowest compared entry with this formula, charge and spin: 0.00 kcal per mole
highest occupied orbital energy: -10.357 eV

Geometry as XYZ:
```
228
Properties=species:S:1:pos:R:3:forces:R:3
C -2.843823 -6.329559 2.927244 -0.9 0.9 0.1
O -2.642899 -6.778772 4.257307 1.5 0.0 0.2
C -1.367518 -7.134384 4.533638 0.0 -0.7 0.5
O -1.141682 -7.856645 5.473324 0.4 0.6 -0.6
O -0.450803 -6.643788 3.646580 -1.3 0.5 1.2
C 0.808937 -7.303600 3.535403 0.6 -0.1 0.6
H -3.927238 -6.401360 2.798551 0.2 0.1 -0.3
H -2.312204 -6.974954 2.263428 0.1 -0.3 -0.7
H -2.509132 -5.293139 2.790253 -0.1 -0.3 0.0
H 1.129195 -7.836076 4.453952 -0.3 0.8 -0.2
H 1.577396 -6.535330 3.212117 -1.1 -1.2 0.1
H 0.545097 -8.099009 2.860064 0.9 -0.3 -0.9
C 3.299345 -3.920338 -4.039064 -0.1 1.1 0.8
O 4.407622 -3.342212 -3.328785 1.0 -0.5 -3.1
C 4.347018 -3.242711 -2.067952 -0.5 1.1 3.6
O 3.432284 -3.622726 -1.351507 0.7 0.1 -0.4
O 5.428014 -2.541202 -1.640548 -1.0 -0.4 -1.1
C 5.428163 -2.015322 -0.302817 1.2 -1.4 -0.9
H 2.458653 -3.722646 -3.390461 -0.7 -0.3 -0.2
H 3.428522 -4.979180 -4.180648 0.2 -0.3 -0.2
H 3.235616 -3.326757 -4.949262 0.0 -0.4 -0.1
H 5.198294 -0.973883 -0.293075 -0.2 0.5 0.0
H 6.465470 -2.237401 -0.075509 0.1 0.6 0.9
H 4.784442 -2.608493 0.297397 -0.6 -0.2 0.7
C 7.400814 5.257241 -1.074272 -0.1 -1.2 0.0
O 5.965088 5.166843 -0.951573 0.6 0.1 0.3
C 5.324322 5.613250 -2.038283 0.6 -1.6 1.8
O 5.858027 6.214163 -2.892722 0.5 1.6 -2.4
O 4.105416 5.149818 -1.966542 -1.3 -0.4 0.4
C 3.299334 5.211998 -3.129549 0.1 2.4 -0.9
H 7.761847 4.627260 -1.892863 -0.3 0.0 0.0
H 7.769026 4.801325 -0.164799 0.2 0.3 0.2
H 7.767532 6.244021 -1.264512 -0.1 0.7 0.2
H 2.608189 4.421679 -3.089900 -0.5 -1.3 0.0
H 3.969679 5.213682 -4.004656 -0.6 -0.2 0.2
H 2.652909 6.141226 -3.152954 1.0 -0.7 0.1
C -1.672050 -5.483848 -2.738200 -1.9 0.6 -0.5
O -0.982217 -4.400073 -3.266393 1.3 2.3 -0.8
C -0.619504 -4.310066 -4.544121 -1.1 -1.9 -0.6
O -0.787513 -5.186008 -5.382797 0.3 0.9 0.8
O -0.118737 -3.112419 -4.748137 0.4 0.7 1.0
C 0.192228 -2.721618 -6.074980 0.3 -0.1 -0.4
H -2.206890 -5.011493 -1.890143 0.1 -0.9 -0.4
H -0.941281 -6.157717 -2.414970 0.7 -1.6 0.6
H -2.346260 -5.890155 -3.525487 0.4 -0.1 0.8
H -0.247589 -3.485588 -6.713805 -0.1 0.5 -0.5
H 1.276997 -2.719582 -6.246387 -0.3 0.0 0.2
H -0.187832 -1.694139 -6.186687 0.0 -0.5 -0.2
C 0.737434 -3.463792 6.441193 0.9 -1.0 -0.7
O -0.039976 -2.581504 7.241551 -0.3 0.6 -0.7
C -0.980337 -1.900119 6.541772 0.2 -1.0 -1.8
O -1.297123 -2.143144 5.364861 0.5 0.9 2.7
O -1.466565 -0.964214 7.348796 -1.3 0.1 -0.9
C -2.632334 -0.257250 6.787998 0.3 -0.1 0.6
H 1.582918 -2.983209 5.892984 -0.7 0.2 0.6
H 0.127039 -3.957708 5.687115 -0.2 0.1 0.1
H 1.162385 -4.250984 7.077856 -0.2 0.5 0.1
H -3.410874 -0.918523 6.396365 0.4 -0.2 0.3
H -2.309665 0.415203 6.011731 0.2 -0.1 -0.3
H -3.013022 0.349748 7.610091 0.0 -0.2 0.0
C 8.104727 1.626767 2.042343 0.1 1.8 2.6
O 7.949271 1.838978 0.688459 -1.0 -0.6 -1.6
C 6.748935 1.497391 0.174861 -1.2 -0.6 0.1
O 5.801150 0.940620 0.735275 2.2 1.3 -0.4
O 6.754652 1.860766 -1.106474 -0.5 0.3 0.0
C 5.428554 1.851466 -1.728684 0.3 -0.5 1.4
H 8.114582 0.602651 2.394789 -0.1 -0.3 -0.4
H 7.295055 2.198310 2.580779 0.7 -0.7 -0.3
H 9.066552 2.121171 2.308061 -0.6 -0.5 -0.2
H 5.603771 1.958875 -2.772040 0.1 0.0 -0.8
H 4.847070 2.700339 -1.341609 0.1 -0.4 0.0
H 4.968177 0.881136 -1.471560 0.0 0.7 -0.3
C 2.836516 -0.140710 -8.311851 3.5 -0.9 -0.2
O 3.600680 -1.039147 -9.237982 -1.1 -1.9 1.1
C 3.267107 -2.363192 -9.030898 0.3 0.6 -0.6
O 2.268801 -2.733814 -8.455806 0.7 0.0 -0.3
O 4.216243 -3.134503 -9.590636 -0.2 0.8 -0.3
C 4.057501 -4.562805 -9.716075 -1.5 0.8 1.5
H 3.386370 0.777960 -8.622229 -1.1 -0.2 1.0
H 3.048521 -0.524408 -7.266235 -0.3 1.0 -1.1
H 1.810136 -0.188916 -8.524367 -1.3 0.2 -0.4
H 4.619762 -4.870896 -10.547332 0.6 -0.2 -1.2
H 2.986149 -4.826331 -9.823681 0.7 0.1 0.2
H 4.501629 -4.996953 -8.826201 -0.2 -0.3 0.1
C -0.355472 2.619494 -2.372310 -0.5 0.2 -1.3
O 0.561074 2.440426 -3.493960 1.1 -0.8 1.2
C 1.552576 1.527700 -3.350307 -0.6 -0.2 -0.4
O 2.422971 1.431782 -4.184735 -0.3 -0.1 0.7
O 1.411053 0.719709 -2.251143 -0.7 1.5 -1.4
C 2.329651 -0.329115 -2.104836 1.9 0.1 1.9
H -1.274972 2.914849 -2.856427 -0.2 0.7 -0.1
H 0.020076 3.413870 -1.715453 -0.1 -0.6 0.1
H -0.644007 1.660218 -1.970084 0.6 -0.2 0.8
H 2.252755 -0.612257 -1.000704 0.0 -0.1 -1.7
H 3.342073 0.058727 -2.278223 -0.2 -0.1 0.1
H 2.240460 -1.137251 -2.817014 -0.7 -0.3 0.0
C -0.606362 -1.674189 -1.248185 -0.2 0.6 -1.1
O -1.303133 -1.326707 -0.046580 -1.5 -0.4 -0.3
C -0.785430 -0.516257 0.839983 2.0 0.4 -0.4
O 0.381560 -0.141270 0.771914 -1.0 0.0 0.4
O -1.656988 -0.205100 1.805255 1.8 0.4 0.2
C -0.942609 0.426162 2.957773 -3.0 0.8 -0.2
H 0.054293 -0.872176 -1.607913 -0.6 -0.3 0.4
H -1.326735 -1.941201 -2.032086 -0.2 0.6 0.5
H -0.076557 -2.584954 -1.154007 0.9 -0.8 0.7
H -0.630543 -0.320282 3.626174 0.9 -1.1 0.4
H -1.785725 0.898850 3.488186 0.3 0.0 -0.2
H -0.225408 1.209686 2.752886 0.1 -0.4 -0.6
C 1.697646 0.322063 5.747805 -0.6 -0.8 -2.3
O 0.388231 0.809097 5.423742 -0.5 1.5 1.8
C -0.070487 1.748688 6.321033 1.0 -0.1 -0.7
O 0.414487 2.187098 7.331401 0.8 -1.0 -0.2
O -1.183487 2.220578 5.829981 -1.6 0.7 -0.7
C -1.826614 3.238174 6.634398 0.4 0.4 -1.0
H 1.855730 -0.443717 4.947750 0.4 0.8 0.7
H 1.661264 -0.169621 6.664742 0.2 -0.7 1.7
H 2.395126 1.137927 5.735669 0.5 0.2 -0.1
H -2.861660 3.239166 6.295641 0.1 0.1 0.1
H -1.343195 4.223784 6.433693 -0.4 -0.8 0.2
H -1.726350 2.977492 7.669874 -0.1 0.0 0.5
C 4.939962 -4.319256 3.639000 1.1 1.4 1.0
O 3.810512 -4.695855 2.921676 -1.2 -0.4 -0.3
C 3.079826 -3.649574 2.490497 1.4 1.7 0.5
O 3.447785 -2.488873 2.577851 -0.2 -0.7 -0.2
O 1.963381 -4.054757 2.012535 -0.6 -2.0 -0.3
C 1.172674 -3.263559 1.136656 1.5 0.7 0.3
H 5.545445 -3.628760 3.019967 -0.2 -0.2 0.6
H 5.530113 -5.163444 3.927228 0.1 -0.9 -0.4
H 4.680957 -3.871564 4.625333 0.0 0.2 -0.8
H 1.725046 -2.986122 0.258793 0.6 0.1 -0.3
H 0.900412 -2.373619 1.657436 -0.8 0.5 0.2
H 0.445182 -3.944073 0.838251 -1.9 -0.6 -0.3
C -0.998725 1.456755 -6.003335 -1.3 -0.4 0.0
O -1.084295 0.650170 -4.834505 -0.5 -0.8 0.1
C -2.279180 0.072590 -4.560934 1.7 1.9 0.0
O -2.378198 -0.525040 -3.539013 -1.0 -1.2 0.8
O -3.216956 0.392545 -5.440909 -0.7 -1.0 -0.2
C -4.498142 -0.313490 -5.283332 1.4 1.7 1.3
H -1.779550 2.204113 -5.895854 0.6 0.8 -0.1
H -1.353902 0.854681 -6.828412 0.5 -0.2 -0.6
H 0.025719 1.771725 -6.100284 0.1 0.3 0.0
H -5.169874 0.371620 -4.791472 -0.3 0.2 0.3
H -4.354110 -1.170801 -4.663251 0.0 -0.7 0.1
H -4.824870 -0.471683 -6.255381 -0.6 -0.7 -1.7
C -4.642683 1.603086 3.999766 0.5 1.5 -0.1
O -5.846681 0.866283 4.103355 -0.4 -0.3 -0.6
C -6.582489 0.996256 5.202181 -0.7 -0.8 -0.5
O -6.298929 1.629158 6.180184 -0.1 -0.1 0.1
O -7.714325 0.244592 4.995517 1.5 0.3 0.0
C -8.484655 0.008185 6.161447 0.4 0.2 0.7
H -3.883276 1.168607 4.640099 0.1 0.1 0.3
H -4.821398 2.691527 4.262107 0.3 -1.3 -0.2
H -4.241338 1.535641 2.967416 -0.7 0.0 0.5
H -9.102226 -0.872911 6.032943 0.0 0.0 -0.3
H -9.051362 0.891184 6.343163 -0.9 0.5 0.2
H -7.854561 -0.107270 7.044858 0.1 -0.2 -0.1
C -3.869958 3.482816 -7.622832 0.5 -1.7 -0.9
O -4.092024 4.627580 -6.846559 -0.8 0.8 -0.1
C -3.802046 4.612243 -5.565310 1.4 -3.2 0.7
O -3.337444 3.643203 -4.987664 -0.1 0.0 -0.3
O -4.064523 5.717052 -4.986158 -0.9 1.7 -0.3
C -3.809902 5.832110 -3.589220 0.8 -0.5 -0.1
H -4.110995 3.823608 -8.592280 -0.5 0.3 -1.2
H -4.491592 2.541377 -7.477229 0.7 1.4 0.7
H -2.804129 3.223854 -7.737999 -0.3 0.0 0.8
H -4.491533 6.575291 -3.356510 -0.7 2.1 0.9
H -2.752871 6.094024 -3.448974 -0.5 -0.1 0.3
H -4.132500 5.006963 -2.969314 0.4 -0.8 -0.4
C -4.082360 1.594824 -0.686122 -0.6 0.9 0.8
O -3.197745 2.077440 0.372160 -1.4 -1.7 -0.4
C -2.645670 3.231823 0.224618 1.4 2.2 1.5
O -2.542300 3.920857 -0.757704 -0.3 -0.1 0.0
O -2.174866 3.573938 1.477094 -0.8 -0.6 -0.8
C -1.600899 4.862627 1.739655 1.6 -2.1 1.1
H -4.754994 0.875350 -0.186622 0.8 0.0 -0.5
H -3.484853 1.239864 -1.507026 0.1 -0.5 -0.2
H -4.738387 2.406647 -1.039731 0.4 -0.1 0.1
H -0.612410 4.872387 1.288541 0.0 0.5 -0.5
H -1.384048 4.772953 2.833188 -0.5 0.6 -0.8
H -2.233615 5.661353 1.462659 -0.6 0.9 -0.3
C -3.817423 -2.351899 2.256538 -0.5 -0.6 -1.6
O -3.988328 -2.296112 0.787374 0.4 -0.8 0.2
C -3.334103 -3.230975 0.035318 -1.0 1.3 1.3
O -2.564637 -4.057459 0.454234 -0.3 0.3 -0.6
O -3.705515 -3.083679 -1.239596 3.2 -2.6 1.0
C -4.747705 -2.312171 -1.621641 -1.3 0.9 -1.3
H -2.771476 -2.605196 2.440802 -0.3 0.1 0.4
H -4.555288 -3.100478 2.614250 0.7 0.4 0.1
H -4.106852 -1.352061 2.560336 0.2 0.0 0.3
H -4.546950 -1.281170 -1.441606 -0.2 0.9 0.8
H -5.664677 -2.699272 -1.142859 0.0 0.6 -0.7
H -4.657155 -2.338449 -2.719337 -1.0 -0.4 0.3
C 2.224451 2.364317 0.943802 0.2 0.6 1.1
O 2.966796 3.556395 1.365903 -0.8 1.0 -1.1
C 2.520140 4.701192 0.762865 0.5 -0.8 0.4
O 1.599241 4.787013 0.003201 -0.7 -0.3 -0.6
O 3.251902 5.726633 1.148407 1.2 -0.4 0.9
C 3.225850 6.955860 0.454637 -1.2 -0.5 -1.9
H 2.852667 1.543499 1.226051 0.3 -0.4 0.3
H 2.071891 2.321947 -0.115073 -0.2 0.3 -0.5
H 1.289525 2.318199 1.506675 0.0 0.0 -0.3
H 2.497341 7.602856 0.883135 -0.6 0.6 0.5
H 2.946574 6.830497 -0.626330 0.3 -0.1 1.1
H 4.190114 7.396736 0.513702 0.9 0.2 0.2
C -6.988731 3.660109 -4.273137 0.8 0.7 0.8
O -7.014924 2.904971 -3.046918 -0.4 -0.1 -0.8
C -7.809320 3.353685 -2.118103 -1.3 2.3 2.6
O -8.499531 4.390272 -2.122185 1.4 -2.8 -0.5
O -7.605849 2.572178 -1.006954 -1.3 -0.2 -1.0
C -8.659707 2.629627 0.011384 1.0 0.4 0.0
H -6.024169 3.364893 -4.629043 0.4 0.0 -0.9
H -6.988193 4.738159 -4.056128 -0.1 -0.4 0.0
H -7.789640 3.426512 -4.952065 -0.4 -0.3 0.0
H -9.532626 1.948008 -0.151244 1.1 0.3 -0.1
H -8.999476 3.657548 -0.022290 -0.3 0.1 0.5
H -8.069126 2.413033 0.926300 -0.9 0.0 -0.4
C 5.123641 -0.808264 4.888798 -0.5 0.3 1.7
O 4.205229 -1.275776 5.937926 1.2 0.7 0.3
C 4.659220 -1.910033 7.044587 0.5 -0.1 -2.8
O 5.740137 -2.387376 7.249916 0.6 0.5 -0.1
O 3.599298 -2.083658 7.754769 -1.5 0.4 1.8
C 3.820323 -2.774116 8.946551 1.0 -1.8 1.2
H 6.030645 -1.404444 4.898863 -0.1 0.0 -0.3
H 5.323347 0.273116 4.976348 0.1 -0.5 0.5
H 4.455779 -0.905679 4.085567 0.0 -0.5 -1.8
H 4.010223 -3.832024 8.759668 0.7 0.0 -0.4
H 2.936834 -2.863157 9.495863 -1.8 0.7 0.6
H 4.589228 -2.403073 9.646452 -0.1 0.3 -0.9
```
Positions in Å, forces in eV/Å.